[1]
{"formula": "C7H16AlO3", "method": "ωB97M-V/def2-TZVPD", "homo_energy_ev": -4.780, "total_charge": -1, "e_above_lowest_ev": 4.070, "orbital_gap_ev": 8.354, "max_force_ev_per_a": 2.77, "e_tot_ha": -744.4581, "lumo_energy_ev": 3.574, "species": ["C", "O", "C", "C", "C", "C", "Al", "O", "C", "C", "O", "H", "H", "H", "H", "H", "H", "H", "H", "H", "H", "H", "H", "H", "H", "H", "H"], "xyz": [[1.966, -2.170, 0.914], [2.794, -1.440, -0.059], [2.127, -0.234, -0.572], [1.495, 0.755, 0.573], [1.066, 2.244, 0.039], [-0.063, 2.256, -1.150], [-1.567, 0.877, -0.943], [-1.166, -0.962, -0.884], [-2.359, -1.582, -0.257], [-2.764, -0.642, 1.025], [-2.569, 0.789, 0.649], [0.820, -1.938, 0.867], [2.458, -2.029, 1.966], [2.076, -3.327, 0.646], [1.345, -0.508, -1.432], [2.971, 0.398, -1.131], [0.539, 0.305, 1.126], [2.331, 0.891, 1.414], [2.004, 2.865, -0.346], [0.633, 2.858, 0.950], [-0.584, 3.329, -1.101], [0.399, 2.201, -2.249], [-2.599, 1.070, -2.131], [-2.212, -2.726, -0.048], [-3.181, -1.375, -1.076], [-2.074, -0.985, 1.928], [-3.888, -0.921, 1.283]], "atomic_forces_ev_per_a": [[0.3364, -1.5144, -0.0875], [-2.0175, 0.8104, 0.5913], [-0.1477, 1.4256, -1.1345], [0.0851, 0.2131, 0.7195], [0.2732, 0.5612, -0.4903], [0.5253, 1.1584, 0.1609], [-0.3298, -1.2184, 0.9312], [-1.2086, -0.1774, 1.2109], [0.1708, 2.0315, -1.2720], [0.3219, -0.4896, -0.5764], [0.2170, -2.7625, 0.1462], [2.2550, -0.0978, 0.0738], [-1.2740, -0.1108, -1.7453], [-0.1965, 2.4040, 0.5472], [1.3769, 0.4420, 2.1778], [-1.5971, -1.4222, 1.3136], [2.0475, 0.7637, -1.4223], [-1.6688, -0.3150, -1.7428], [-1.5945, -1.4250, 0.9581], [0.8593, -1.3858, -1.7063], [1.0375, -2.1125, -0.1880], [-0.7308, 0.0268, 2.3507], [-0.2251, 0.1859, -0.4046], [-0.2483, 2.1312, -0.2255], [0.9379, -0.9783, 1.6642], [-1.2981, 0.9423, -1.5392], [2.0931, 0.9136, -0.3108]]}


[2]
{"formula": "C20H16BF3O2", "method": "ωB97M-V/def2-TZVPD", "homo_energy_ev": -5.794, "total_charge": 0, "e_above_lowest_ev": 3.352, "orbital_gap_ev": 4.834, "max_force_ev_per_a": 12.37, "e_tot_ha": -1246.4310, "lumo_energy_ev": -0.961, "species": ["C", "C", "C", "C", "C", "B", "F", "F", "F", "O", "H", "H", "H", "H", "H", "C", "C", "C", "C", "C", "O", "C", "C", "C", "C", "C", "C", "C", "C", "C", "C", "H", "H", "H", "H", "H", "H", "H", "H", "H", "H", "H"], "xyz": [[-5.009, -1.009, -0.105], [-3.813, -1.762, 0.150], [-3.704, -3.130, -0.071], [-2.386, -3.446, 0.176], [-1.571, -2.196, 0.428], [-0.393, 0.238, -3.964], [-1.271, -0.574, -4.536], [-0.765, 1.439, -3.675], [-1.171, -2.289, 1.806], [-2.575, -1.199, 0.337], [-5.877, -1.675, -0.196], [-5.287, -0.192, 0.565], [-4.780, -0.636, -1.107], [-4.529, -3.779, -0.301], [-2.078, -4.445, 0.493], [3.036, 2.919, 4.116], [2.504, 1.645, 4.339], [1.856, 0.964, 3.313], [1.723, 1.577, 2.054], [1.162, 0.856, 0.966], [1.682, 1.366, -0.177], [1.471, 0.696, -1.354], [0.733, -0.511, -1.345], [0.822, -1.237, -2.521], [1.110, -0.486, -3.743], [2.035, 0.663, -3.671], [2.200, 1.251, -2.446], [-0.045, -0.919, -0.167], [0.305, -0.257, 0.987], [2.280, 2.863, 1.828], [2.899, 3.534, 2.863], [3.536, 3.452, 4.921], [2.574, 1.174, 5.321], [1.444, -0.038, 3.424], [0.586, -2.302, -2.521], [1.128, -1.092, -4.632], [2.508, 1.062, -4.560], [2.823, 2.162, -2.268], [-0.569, -2.022, -0.224], [-0.062, -0.536, 1.963], [2.200, 3.327, 0.844], [3.268, 4.545, 2.690]], "atomic_forces_ev_per_a": [[-0.7726, 1.2302, -0.9352], [1.1593, -2.8002, -0.0984], [0.0341, 2.1454, 0.3805], [2.9011, 0.5702, 0.8823], [-10.2545, -5.9054, 3.5980], [1.4482, -2.3594, -0.6649], [-0.5156, 0.0235, -0.0393], [-0.2221, 1.1984, 0.6108], [1.1578, 0.7125, -1.8839], [0.4456, 0.1006, 0.2285], [0.3988, 0.0327, 0.0696], [0.4173, -0.0461, -0.0256], [-0.7568, 0.7162, -0.1644], [-0.0512, -0.1316, -0.0106], [0.4773, 0.4884, -0.5308], [-0.1956, 0.0833, -0.0807], [-0.1106, 0.0274, -0.0029], [-0.0853, 0.6507, -0.3302], [0.7625, 0.5862, 1.2312], [-0.8631, -0.7558, 0.0218], [-1.0879, -2.0166, -3.1872], [0.5236, 1.5628, 2.9903], [-1.0271, -1.0166, -0.5505], [-0.0931, -0.2903, 0.9919], [-1.4331, 1.6909, -1.5422], [0.2783, -0.0136, 1.6414], [0.4217, 0.2592, -1.3079], [4.3081, 1.8918, -0.8392], [0.9576, 1.3102, 0.3293], [-0.3763, -0.3917, 0.2593], [0.1079, -0.2217, 0.3825], [-0.0873, -0.1283, -0.0957], [0.1241, 0.1807, -0.2519], [0.2409, 0.2301, 0.2797], [-0.2161, 0.4145, -0.2736], [0.6912, -0.2756, -0.3074], [-0.0807, -0.0085, 0.0036], [-0.6604, -0.9869, -0.1797], [2.0173, 1.5576, -0.9939], [0.0074, 0.0700, -0.1245], [-0.0333, -0.1220, 0.3858], [0.0424, -0.2632, 0.1343]]}